Molecular formula: C34H51BGaNO2P2Si
Method: DFT, wB97M-V/def2-TZVPD

```
93
Properties=species:S:1:pos:R:3:forces:R:3
Ga -0.034 0.431 0.403 0.218 -0.502 -1.080
C -4.168 1.511 -2.350 -0.128 -0.436 -0.039
C -3.342 1.357 -1.063 -1.341 0.038 0.772
C -4.216 1.643 0.195 -0.006 1.061 -0.726
P -2.357 -0.144 -0.742 1.075 -0.764 -0.764
C -3.318 -1.581 -0.133 -0.641 0.366 0.329
C -4.717 -1.763 -0.730 0.301 -0.030 -0.732
C -2.482 -2.841 -0.292 0.748 -0.472 -0.261
C -1.746 -0.636 -2.397 -0.490 0.114 0.544
C -2.604 -0.930 -3.470 1.216 0.723 0.547
C -2.090 -1.151 -4.726 1.271 -0.042 0.934
C -0.690 -1.089 -4.898 -0.656 0.163 -0.098
C 0.150 -0.806 -3.842 -0.162 -0.263 -0.777
C -0.349 -0.641 -2.542 -0.090 0.201 0.493
N 0.490 -0.429 -1.463 -0.145 -0.145 -0.613
C 1.760 -1.008 -1.564 0.335 0.960 0.883
C 2.026 -2.309 -2.013 -0.850 0.785 -0.680
C 3.297 -2.812 -1.990 0.195 -0.977 -0.464
C 4.345 -2.078 -1.488 0.796 0.227 0.662
C 4.095 -0.805 -1.000 0.187 0.047 -0.218
C 2.833 -0.229 -1.067 0.025 -0.586 0.190
P 2.344 1.411 -0.472 -0.582 -0.261 -0.136
C 3.649 2.110 0.650 0.327 0.560 -0.938
C 3.757 1.201 1.852 -0.214 -0.551 0.236
C 5.045 2.389 0.056 -0.065 -0.280 1.547
C 2.196 2.390 -2.061 0.169 0.793 0.954
C 1.731 3.817 -1.655 0.959 0.844 -0.128
C 3.433 2.367 -2.969 -1.845 -1.198 -0.967
H -4.722 2.464 -2.363 0.207 -0.273 0.183
H -4.904 0.684 -2.492 0.494 0.639 0.122
H -3.472 1.517 -3.189 -0.274 -0.046 -0.144
H -2.548 2.088 -1.103 0.208 0.397 -0.059
H -5.171 1.133 0.109 -0.129 0.000 0.018
H -4.404 2.735 0.286 -0.074 -0.589 -0.217
H -3.776 1.366 1.135 0.430 -0.369 0.357
H -3.399 -1.392 0.948 -0.177 0.030 -0.153
H -4.619 -2.148 -1.765 -0.126 0.118 0.469
H -5.329 -0.855 -0.778 0.224 -0.159 0.174
H -5.242 -2.508 -0.148 -0.305 -0.245 0.101
H -2.246 -3.042 -1.369 -0.371 -0.008 0.901
H -2.998 -3.697 0.177 0.035 0.227 -0.413
H -1.512 -2.766 0.231 -0.381 0.116 -0.298
H -3.648 -0.837 -3.282 -0.604 -0.321 -0.192
H -2.749 -1.360 -5.506 -0.760 -0.298 -1.338
H -0.263 -1.212 -5.891 -0.093 -0.011 0.145
H 1.205 -0.717 -4.056 0.154 -0.039 0.204
H 1.215 -2.805 -2.535 0.041 -0.419 0.354
H 3.507 -3.810 -2.380 -0.205 0.212 0.058
H 5.350 -2.512 -1.437 -0.403 0.265 -0.042
H 4.902 -0.224 -0.598 0.299 -0.052 0.092
H 3.233 3.075 0.997 -0.033 -0.377 -0.157
H 4.273 0.255 1.658 0.145 0.200 -0.236
H 2.760 0.894 2.175 0.010 0.213 0.405
H 4.302 1.721 2.639 -0.155 -0.090 0.216
H 5.389 1.508 -0.454 0.399 -0.073 -0.311
H 5.724 2.580 0.917 -0.215 -0.085 -0.576
H 5.099 3.240 -0.587 -0.135 0.504 -0.513
H 1.399 1.908 -2.634 -0.129 -0.123 0.312
H 2.508 4.354 -1.018 -0.900 -0.826 -0.480
H 0.750 3.866 -1.144 0.563 -0.247 -0.209
H 1.684 4.461 -2.553 -0.208 -0.312 0.206
H 4.254 2.942 -2.656 1.024 0.711 0.511
H 3.101 2.684 -3.967 0.235 0.337 0.161
H 3.702 1.319 -3.131 0.369 0.118 0.231
C -2.399 0.592 3.461 0.311 0.685 -0.959
Si -1.345 2.064 2.909 0.070 -0.345 -0.289
C 0.111 1.843 4.020 0.730 0.070 -0.275
C -2.358 3.561 3.354 -0.148 1.054 -0.232
C -0.796 2.092 1.081 0.450 1.240 1.402
H -3.431 0.743 3.171 -0.394 -0.116 0.264
H -2.261 0.564 4.535 -0.269 -0.302 0.244
H -2.033 -0.307 2.984 0.084 -0.435 0.142
H -0.202 1.872 5.064 0.207 0.121 0.065
H 0.986 2.470 3.821 -0.225 0.279 0.261
H 0.459 0.841 3.795 0.071 -0.444 0.188
H -2.706 3.544 4.411 0.155 -0.035 -0.673
H -3.236 3.542 2.673 0.244 0.178 0.495
H -1.826 4.534 3.175 -0.438 -0.831 0.177
H -0.068 2.937 1.050 -0.255 -0.470 0.001
H -1.649 2.451 0.543 -0.500 0.172 -0.492
O 0.395 -1.447 2.893 0.088 0.704 -0.088
B 0.457 -1.238 1.521 -0.181 -0.227 -0.476
O 0.720 -2.455 0.862 0.204 0.268 0.458
C 0.854 -3.386 1.861 -0.161 0.673 0.233
C 1.078 -4.723 1.768 -0.356 -0.893 0.024
C 1.033 -5.453 2.972 0.000 0.491 -0.704
C 0.892 -4.805 4.183 -0.183 -0.140 0.800
C 0.724 -3.438 4.278 -0.420 1.027 0.001
C 0.647 -2.761 3.084 0.436 -0.633 0.375
H 1.157 -5.189 0.789 0.097 -0.062 0.238
H 1.017 -6.520 2.919 0.300 -0.503 0.090
H 0.825 -5.312 5.133 0.170 -0.579 -0.133
H 0.564 -2.901 5.225 0.149 -0.443 -0.489
```
Forces are in eV/Å.

Summary:
Spin multiplicity = 1
DFT total energy = -121182.076 eV
F_max = 2.40 eV/Å
Gap between HOMO and LUMO (alpha / beta) = 7.46 / 7.46 eV
ΔE to the lowest compared entry with this formula, charge and spin = 5.4 kJ/mol
Charge = 0
HOMO energy (alpha / beta) = -0.2503 / -0.2503 hartree

***

Molecular formula: C10H13NS
Method: DFT, wB97M-V/def2-TZVPD

```
25
Properties=species:S:1:pos:R:3:forces:R:3
C -1.230 -1.875 0.023 -0.553 -1.319 -0.837
C -3.588 -1.218 -0.266 -3.449 1.588 -1.053
C 0.081 -1.364 0.134 1.667 -2.291 1.693
C -4.182 0.001 -0.444 -1.541 0.775 0.288
C -2.253 -0.995 0.120 1.088 0.069 1.336
C -2.015 0.306 0.700 0.779 1.277 -0.672
C 2.221 0.499 1.527 -1.574 -1.155 -1.602
C 1.219 1.996 -0.398 0.109 -0.517 0.021
C 2.529 -0.054 -0.964 0.225 1.717 1.028
C 1.523 0.566 0.113 3.533 0.439 -0.930
N 0.351 -0.161 -0.114 -2.376 0.536 0.099
S -3.196 1.412 0.094 0.288 -2.216 0.146
H -1.474 -2.936 -0.193 0.578 0.744 0.163
H -4.223 -2.102 -0.490 1.209 0.348 0.190
H 0.820 -2.086 0.614 -0.467 0.755 -0.616
H -5.260 0.290 -0.629 1.326 -0.951 -0.123
H 1.398 0.747 2.212 0.732 -0.144 0.407
H 2.548 -0.576 1.585 -0.168 1.098 0.650
H 3.075 1.181 1.561 -0.256 -0.131 0.122
H 0.736 2.509 0.479 0.154 0.079 -1.390
H 2.142 2.508 -0.787 -0.838 -0.276 0.775
H 0.566 1.766 -1.295 0.322 1.012 1.236
H 1.990 0.181 -1.874 0.392 -0.722 -0.639
H 3.510 0.508 -0.965 -1.059 -0.571 0.087
H 2.713 -1.101 -0.742 -0.122 -0.143 -0.379
```
Forces are in eV/Å.

Summary:
Spin multiplicity = 1
DFT total energy = -22901.101 eV
F_max = 3.94 eV/Å
Gap between HOMO and LUMO = 7.19 eV
ΔE to the lowest compared entry with this formula, charge and spin = 353.9 kJ/mol
Charge = 0
HOMO energy = -0.2895 hartree